{
  "formula": "C23H53N7O22",
  "method": "wB97M-V/def2-TZVPD",
  "elements": ["C", "N", "O", "O", "H", "H", "H", "C", "N", "O", "O", "H", "H", "H", "C", "N", "O", "O", "H", "H", "H", "C", "N", "O", "O", "H", "H", "H", "C", "N", "O", "O", "H", "H", "H", "C", "N", "O", "O", "H", "H", "H", "C", "N", "O", "O", "H", "H", "H", "C", "C", "O", "C", "C", "O", "H", "H", "H", "H", "H", "H", "H", "H", "C", "C", "O", "C", "C", "O", "H", "H", "H", "H", "H", "H", "H", "H", "C", "C", "O", "C", "C", "O", "H", "H", "H", "H", "H", "H", "H", "H", "C", "C", "O", "C", "C", "O", "H", "H", "H", "H", "H", "H", "H", "H"],
  "coordinates": [[3.484, 6.307, 0.932], [2.447, 5.307, 1.256], [2.689, 4.459, 2.088], [1.368, 5.460, 0.729], [2.976, 7.265, 0.992], [3.780, 6.098, -0.095], [4.314, 6.274, 1.626], [-1.132, 1.072, -4.026], [-1.416, 0.334, -5.266], [-1.506, -0.879, -5.180], [-1.463, 0.981, -6.295], [-1.862, 1.845, -3.797], [-0.135, 1.511, -4.073], [-1.070, 0.441, -3.141], [1.470, -2.176, 2.815], [0.289, -2.991, 3.204], [0.201, -4.079, 2.684], [-0.390, -2.604, 4.130], [1.855, -1.620, 3.663], [1.243, -1.434, 2.051], [2.188, -2.901, 2.447], [-2.149, 0.237, 3.749], [-0.902, 1.013, 3.944], [0.162, 0.459, 4.116], [-1.015, 2.217, 3.899], [-2.932, 0.820, 4.224], [-2.007, -0.656, 4.354], [-2.334, 0.061, 2.698], [2.413, -2.476, -1.452], [2.125, -2.804, -2.876], [3.096, -2.833, -3.617], [0.992, -3.067, -3.208], [2.305, -1.409, -1.274], [3.449, -2.750, -1.288], [1.749, -3.076, -0.835], [2.473, 2.836, 5.159], [2.402, 3.977, 6.118], [1.820, 4.972, 5.748], [2.984, 3.881, 7.168], [3.391, 2.969, 4.596], [1.560, 2.801, 4.577], [2.541, 1.987, 5.835], [0.203, 4.237, -2.100], [1.492, 4.298, -2.825], [1.557, 3.678, -3.864], [2.400, 4.898, -2.305], [0.362, 3.500, -1.319], [-0.564, 3.825, -2.751], [-0.136, 5.225, -1.808], [6.598, 2.232, 0.227], [5.134, 2.652, 0.363], [4.435, 2.398, -0.856], [4.052, 1.152, -1.129], [3.529, 1.061, -2.533], [4.218, 0.181, -0.439], [6.744, 1.162, 0.086], [7.150, 2.556, 1.110], [7.041, 2.731, -0.636], [4.650, 2.202, 1.228], [5.154, 3.737, 0.459], [3.101, 0.079, -2.749], [4.290, 1.225, -3.293], [2.651, 1.679, -2.728], [-5.695, -2.154, 1.337], [-5.579, -1.117, 0.221], [-4.949, -1.652, -0.950], [-4.636, -0.804, -1.935], [-4.111, -1.540, -3.141], [-4.813, 0.387, -1.973], [-6.160, -1.806, 2.260], [-4.703, -2.534, 1.586], [-6.344, -2.999, 1.100], [-6.576, -0.773, -0.059], [-5.030, -0.249, 0.587], [-3.147, -1.144, -3.464], [-4.733, -1.302, -4.008], [-4.130, -2.622, -3.039], [-0.478, -4.741, -1.020], [-1.569, -5.806, -1.060], [-2.806, -5.213, -0.715], [-3.935, -5.693, -1.267], [-5.120, -4.910, -0.809], [-3.983, -6.682, -1.934], [-0.746, -3.896, -1.649], [0.410, -5.273, -1.366], [-0.276, -4.359, -0.016], [-1.573, -6.184, -2.085], [-1.318, -6.648, -0.412], [-5.365, -4.095, -1.492], [-4.993, -4.536, 0.198], [-5.986, -5.557, -0.947], [-1.909, -1.738, 0.647], [-1.025, -0.854, -0.213], [-0.471, 0.162, 0.636], [0.271, 1.121, 0.075], [0.851, 2.133, 1.024], [0.478, 1.164, -1.113], [-2.767, -1.212, 1.069], [-1.300, -2.205, 1.415], [-2.414, -2.475, 0.018], [-0.200, -1.405, -0.666], [-1.642, -0.426, -1.006], [1.661, 2.647, 0.517], [1.223, 1.590, 1.892], [0.074, 2.866, 1.242]],
  "molar_mass_g_mol": 779.70,
  "total_energy_ev": -80167.6491,
  "spin_multiplicity": 1,
  "de_lowest_kj_mol": 83.3,
  "lumo_ev": -0.265
}